Computed, not measured: a structure of composition C19H47ClNO3P2SSi3 in a non-equilibrium geometry, with ωB97M-V with the def2-TZVPD basis set.

For the molecular weight, the calculation gives 551.3 g mol⁻¹. Its gap between HOMO and LUMO is 5.07 eV. The net charge is -1.

Each line ends with the Löwdin charge.
Atoms and positions in Å:
1 C -0.919 -1.409 0.871  -0.054
2 C -0.995 -2.096 -0.463  -0.335
3 C -1.249 -1.208 -1.660  -0.059
4 C -0.810 -3.435 -0.599  -0.083
5 C 0.033 -4.069 -1.689  -0.190
6 C 1.265 -3.236 -2.031  -0.205
7 C 1.885 -3.586 -3.420  -0.355
8 C 3.321 -4.091 -3.252  -0.076
9 C 1.691 -2.464 -4.469  -0.211
10 C 2.940 -1.661 -4.899  -0.311
11 Si 3.395 -0.159 -3.860  0.105
12 S 3.376 -0.542 -1.750  0.540
13 C 2.433 1.408 -4.275  -0.372
14 C 1.027 1.513 -3.688  -0.779
15 C 0.616 2.993 -3.579  -0.131
16 Cl -0.162 0.722 -4.784  0.632
17 P 5.524 0.310 -4.497  0.635
18 P 6.693 0.756 -2.718  0.154
19 O 6.910 -0.392 -1.822  -0.352
20 O 6.005 2.014 -2.017  -0.159
21 O 8.112 1.262 -3.256  -0.181
22 H -1.222 -0.365 0.829  0.062
23 H -1.505 -1.920 1.638  0.085
24 H 0.117 -1.433 1.209  0.081
25 H -0.346 -0.674 -1.989  0.042
26 H -1.592 -1.786 -2.513  0.082
27 H -1.962 -0.438 -1.375  0.084
28 H -1.282 -4.066 0.150  0.100
29 H -0.534 -4.306 -2.599  0.108
30 H 0.363 -5.026 -1.280  0.108
31 H 1.004 -2.186 -2.070  0.041
32 H 2.047 -3.351 -1.283  0.103
33 H 1.305 -4.442 -3.770  0.117
34 H 3.296 -5.114 -2.879  0.081
35 H 3.925 -3.472 -2.590  0.069
36 H 3.830 -4.157 -4.215  0.068
37 H 1.260 -2.910 -5.365  0.109
38 H 0.951 -1.755 -4.098  0.057
39 H 2.705 -1.218 -5.873  0.078
40 H 3.826 -2.271 -5.056  0.046
41 H 3.097 0.679 -1.267  -0.169
42 H 3.006 2.248 -3.868  0.068
43 H 2.401 1.547 -5.355  0.079
44 H 0.958 1.077 -2.695  0.062
45 H 1.006 3.395 -2.645  0.083
46 H -0.460 3.113 -3.633  0.063
47 H 1.070 3.536 -4.406  0.076
48 H 6.128 -0.889 -4.915  -0.116
49 H 5.090 2.088 -2.310  0.033
50 H 8.732 0.556 -3.041  0.074
51 C -4.738 0.469 7.725  -0.218
52 Si -3.943 1.646 6.470  0.196
53 C -2.134 1.857 7.005  -0.209
54 C -4.795 3.328 6.701  -0.209
55 N -4.129 0.995 4.937  -0.239
56 Si -3.588 1.674 3.507  0.194
57 C -1.701 1.887 3.418  -0.208
58 C -4.367 3.360 3.111  -0.207
59 C -4.054 0.520 2.078  -0.213
60 H -4.643 0.854 8.748  0.005
61 H -5.800 0.342 7.505  0.009
62 H -4.255 -0.510 7.684  0.009
63 H -2.060 2.061 8.081  0.007
64 H -1.656 2.691 6.485  0.002
65 H -1.568 0.947 6.795  0.014
66 H -5.816 3.291 6.315  0.014
67 H -4.256 4.125 6.184  0.002
68 H -4.844 3.604 7.762  0.007
69 H -1.358 2.707 4.053  0.002
70 H -1.375 2.112 2.393  0.003
71 H -1.201 0.969 3.735  0.014
72 H -5.449 3.317 3.247  0.015
73 H -4.168 3.654 2.072  0.006
74 H -3.966 4.148 3.753  0.002
75 H -5.137 0.388 2.025  0.012
76 H -3.590 -0.458 2.215  0.000
77 H -3.713 0.933 1.119  0.004


Computed, not measured: a structure of composition C19H47IN4O6SiTa in a non-equilibrium geometry, with ωB97M-V with the def2-TZVPD basis set.

For the molecular weight, the calculation gives 763.5 g mol⁻¹. Its gap between HOMO and LUMO is 6.18 eV. The net charge is -1.

Each line ends with the Löwdin charge.
Atoms and positions in Å:
1 C 2.991 2.680 5.008  -0.334
2 Si 1.915 1.693 3.694  0.203
3 C 2.317 -0.195 4.058  -0.306
4 C 2.485 2.213 1.927  -0.315
5 Ta -0.569 2.228 4.255  0.979
6 I -0.067 5.106 4.349  -0.081
7 C -1.182 2.532 2.043  -0.491
8 C -2.755 2.040 1.806  -0.322
9 C -3.849 3.052 2.512  -0.146
10 C -4.827 2.285 3.611  -0.287
11 O -5.748 3.003 4.311  -0.106
12 O -4.750 0.851 3.937  -0.040
13 H 3.209 1.943 5.919  0.038
14 H 2.400 3.618 5.408  -0.040
15 H 3.996 3.008 4.505  0.023
16 H 2.313 -0.797 3.052  0.010
17 H 3.368 -0.260 4.606  0.029
18 H 1.521 -0.553 4.844  0.016
19 H 2.246 3.346 1.658  0.039
20 H 3.673 2.125 1.876  0.035
21 H 2.078 1.527 1.064  0.033
22 H -0.124 2.033 6.070  -0.180
23 H -2.310 2.533 4.789  -0.160
24 H -0.946 0.423 4.078  -0.130
25 H -0.501 2.008 1.249  0.032
26 H -1.168 3.697 1.804  0.003
27 H -2.801 0.933 2.202  0.083
28 H -3.017 2.005 0.650  0.092
29 H -3.221 3.886 3.075  0.090
30 H -4.506 3.639 1.710  0.127
31 H -5.472 0.573 4.574  0.120
32 C 2.054 -3.435 0.973  -0.334
33 O 2.530 -2.308 0.960  -0.001
34 N 0.787 -3.763 1.408  -0.199
35 C 0.295 -5.125 1.392  -0.069
36 C -0.081 -2.712 1.897  -0.035
37 H 2.629 -4.308 0.623  0.112
38 H -0.597 -5.172 0.759  0.089
39 H 0.035 -5.420 2.413  0.085
40 H 1.049 -5.813 1.001  0.078
41 H -0.229 -1.974 1.103  0.094
42 H 0.400 -2.221 2.748  0.077
43 H -1.047 -3.121 2.205  0.090
44 C -1.885 0.008 -2.301  -0.314
45 O -1.597 -0.636 -1.301  -0.003
46 N -3.114 0.005 -2.927  -0.201
47 C -3.379 0.796 -4.110  -0.070
48 C -4.176 -0.817 -2.384  -0.058
49 H -1.151 0.665 -2.795  0.119
50 H -4.197 1.490 -3.896  0.086
51 H -3.669 0.128 -4.926  0.084
52 H -2.495 1.365 -4.410  0.047
53 H -4.376 -0.505 -1.354  0.090
54 H -3.851 -1.861 -2.379  0.089
55 H -5.086 -0.717 -2.982  0.082
56 C 2.783 -7.282 -2.518  -0.333
57 O 1.617 -6.947 -2.680  0.003
58 N 3.851 -6.420 -2.382  -0.209
59 C 5.206 -6.896 -2.193  -0.070
60 C 3.612 -4.993 -2.430  -0.041
61 H 3.076 -8.344 -2.467  0.125
62 H 5.588 -6.509 -1.243  0.089
63 H 5.828 -6.528 -3.014  0.087
64 H 5.243 -7.988 -2.176  0.081
65 H 2.917 -4.722 -1.630  0.075
66 H 3.156 -4.741 -3.392  0.096
67 H 4.547 -4.440 -2.309  0.093
68 C -0.083 3.334 -4.976  -0.296
69 O -0.769 2.497 -4.405  -0.011
70 N -0.221 4.701 -4.851  -0.205
71 C 0.633 5.630 -5.562  -0.068
72 C -1.253 5.225 -3.981  -0.044
73 H 0.731 3.044 -5.661  0.132
74 H 1.161 6.253 -4.835  0.091
75 H 0.012 6.262 -6.203  0.087
76 H 1.364 5.101 -6.180  0.083
77 H -1.082 4.857 -2.965  0.100
78 H -2.227 4.866 -4.327  0.093
79 H -1.241 6.318 -3.984  0.088


Computed, not measured: a cluster of 11 separate species, C19H47N5O24 in total in a non-equilibrium geometry, with ωB97M-V with the def2-TZVPD basis set.

For the molecular weight, the calculation gives 729.6 g mol⁻¹. Its gap between HOMO and LUMO is 10.12 eV.

Each line ends with the Löwdin charge.
Atoms and positions in Å:
1 C -6.324 0.253 0.058  0.034
2 N -7.587 0.350 0.797  -0.456
3 O -7.755 -0.283 1.824  0.058
4 O -8.481 1.016 0.328  0.063
5 H -6.297 -0.593 -0.629  0.104
6 H -5.568 -0.048 0.784  0.096
7 H -6.072 1.195 -0.429  0.101
8 C -2.832 -7.350 6.615  0.040
9 N -2.085 -6.087 6.729  -0.467
10 O -2.140 -5.510 7.797  0.058
11 O -1.287 -5.821 5.850  0.058
12 H -2.120 -8.007 7.115  0.110
13 H -2.985 -7.610 5.568  0.100
14 H -3.769 -7.234 7.160  0.101
15 C -5.888 -7.286 -0.558  0.038
16 N -5.311 -6.114 0.107  -0.445
17 O -4.112 -6.088 0.338  0.050
18 O -6.032 -5.200 0.517  0.047
19 H -5.198 -8.128 -0.496  0.100
20 H -6.056 -6.978 -1.591  0.107
21 H -6.838 -7.500 -0.068  0.102
22 C -4.065 5.768 -3.178  0.039
23 N -4.814 6.126 -1.947  -0.448
24 O -5.928 5.658 -1.878  0.065
25 O -4.308 6.937 -1.155  0.045
26 H -4.752 5.671 -4.019  0.100
27 H -3.667 4.792 -2.901  0.101
28 H -3.271 6.502 -3.315  0.097
29 C -1.576 -2.808 -3.847  0.045
30 N -2.599 -3.381 -4.769  -0.425
31 O -3.655 -3.778 -4.276  0.045
32 O -2.394 -3.310 -6.000  0.037
33 H -0.614 -3.256 -4.098  0.096
34 H -1.929 -3.248 -2.914  0.095
35 H -1.508 -1.730 -3.990  0.107
36 C 7.085 2.777 -2.135  -0.017
37 O 8.441 2.460 -2.471  0.031
38 C 8.780 2.465 -3.711  -0.676
39 O 8.048 2.657 -4.692  0.088
40 O 10.038 2.267 -3.755  0.041
41 C 10.751 2.045 -4.942  -0.042
42 H 6.936 3.853 -2.235  0.099
43 H 6.880 2.398 -1.134  0.097
44 H 6.383 2.324 -2.836  0.092
45 H 10.199 1.318 -5.539  0.094
46 H 11.728 1.571 -4.842  0.095
47 H 10.888 2.886 -5.622  0.099
48 C -2.514 3.195 5.018  -0.026
49 O -3.322 2.006 4.999  -0.032
50 C -3.754 1.428 6.138  -0.575
51 O -3.392 1.807 7.227  0.121
52 O -4.479 0.334 5.815  0.014
53 C -4.874 -0.466 6.905  -0.072
54 H -2.350 3.406 3.962  0.090
55 H -1.557 3.000 5.501  0.097
56 H -3.140 3.978 5.448  0.099
57 H -4.189 -0.565 7.747  0.091
58 H -5.011 -1.497 6.577  0.095
59 H -5.759 -0.111 7.433  0.096
60 C 0.884 3.499 -0.561  -0.076
61 O 1.189 2.336 0.147  0.013
62 C 0.209 1.413 0.261  -0.492
63 O -0.941 1.391 -0.287  0.050
64 O 0.587 0.417 1.092  -0.021
65 C -0.140 -0.770 1.269  -0.051
66 H 1.589 4.314 -0.390  0.098
67 H -0.123 3.912 -0.516  0.095
68 H 0.925 3.264 -1.624  0.096
69 H 0.294 -1.291 2.123  0.096
70 H 0.009 -1.416 0.404  0.095
71 H -1.195 -0.583 1.470  0.097
72 C 4.684 -2.954 -1.836  -0.010
73 O 5.592 -2.692 -2.940  0.031
74 C 5.165 -2.046 -3.954  -0.615
75 O 4.150 -1.410 -4.014  0.131
76 O 6.153 -2.186 -4.938  -0.022
77 C 5.893 -1.567 -6.172  -0.081
78 H 5.182 -3.693 -1.209  0.094
79 H 3.708 -3.368 -2.084  0.095
80 H 4.476 -2.080 -1.219  0.095
81 H 5.364 -2.281 -6.803  0.095
82 H 6.891 -1.249 -6.474  0.096
83 H 5.269 -0.677 -6.253  0.091
84 C 1.740 -1.340 7.823  -0.129
85 O 2.129 -2.164 6.682  -0.150
86 H 0.821 -0.880 7.457  0.069
87 H 1.592 -1.898 8.747  0.073
88 H 2.459 -0.527 7.927  0.075
89 H 1.449 -2.797 6.441  0.061
90 C 2.061 8.159 -4.631  -0.144
91 O 1.315 7.089 -5.244  -0.145
92 H 2.748 8.589 -5.360  0.073
93 H 1.371 8.894 -4.217  0.079
94 H 2.640 7.708 -3.824  0.069
95 H 1.862 6.432 -5.680  0.068


> The lowest molecular weight belongs to which entry?

C19H47ClNO3P2SSi3


> gap between HOMO and LUMO of number 2 (C19H47IN4O6SiTa)?

6.18 eV